134
Properties=species:S:1:pos:R:3:mulliken_charge:R:1 method="wB97M-V/def2-TZVPD" lumo_energy_ha=0.017 orbital_gap_ev=8.7584 total_energy_ha=-2800.87572
C -1.137 -5.070 -3.213 -0.149
C -2.056 -4.917 -3.974 -0.576
C -3.177 -4.735 -4.906 -0.546
C -4.540 -4.796 -4.235 0.474
C -5.723 -4.301 -5.076 -1.506
C -6.817 -3.979 -4.018 2.497
C -7.823 -5.118 -4.007 -0.791
C -7.691 -6.174 -3.125 -0.746
C -8.604 -7.207 -3.184 -0.659
C -9.605 -7.153 -4.129 -0.493
C -9.644 -6.061 -4.976 -0.480
N -8.784 -5.057 -4.923 -0.343
N -7.458 -2.705 -4.336 0.513
C -6.633 -1.533 -4.002 0.602
C -6.061 -0.815 -5.191 -1.299
O -6.496 -1.154 -2.881 -0.500
C -8.777 -2.563 -3.691 0.759
C -9.821 -2.017 -4.616 -1.511
O -8.958 -2.851 -2.548 -0.502
O -6.119 -3.983 -2.765 -0.522
C -4.763 -3.985 -2.979 0.347
O -4.010 -3.390 -2.280 -0.525
H -0.376 -5.181 -2.480 0.437
H -3.113 -5.526 -5.655 0.390
H -3.044 -3.783 -5.425 0.342
H -4.790 -5.826 -3.962 0.286
H -5.434 -3.446 -5.681 0.254
H -6.030 -5.082 -5.768 0.425
H -6.899 -6.174 -2.392 0.458
H -8.526 -8.041 -2.501 0.430
H -10.350 -7.932 -4.210 0.397
H -10.414 -6.002 -5.735 0.400
H -5.332 -1.423 -5.718 0.292
H -5.594 0.104 -4.844 0.431
H -6.872 -0.557 -5.872 0.306
H -10.810 -2.206 -4.213 0.370
H -9.686 -2.466 -5.596 0.355
H -9.657 -0.942 -4.739 0.362
C -0.704 -0.790 -1.258 -0.462
O -1.671 0.237 -1.183 -0.353
C -3.008 -0.227 -0.998 -0.776
C -3.543 0.196 0.351 -0.200
N -2.875 -0.517 1.434 -0.277
C -3.170 -0.001 2.767 -1.127
C -2.697 1.413 3.085 -0.104
O -1.286 1.552 3.122 -0.470
C -0.679 1.791 1.868 -0.400
H 0.244 -0.322 -1.523 -0.012
H -0.586 -1.317 -0.303 0.295
H -0.963 -1.523 -2.029 0.376
H -3.068 -1.311 -1.123 0.375
H -3.624 0.233 -1.777 0.391
H -4.614 -0.019 0.395 0.501
H -3.413 1.286 0.423 0.086
H -1.876 -0.474 1.285 0.071
H -2.707 -0.675 3.491 0.395
H -4.251 -0.053 2.931 0.430
H -3.049 1.668 4.088 0.473
H -3.129 2.155 2.403 0.116
H -1.336 2.356 1.200 0.319
H -0.383 0.861 1.375 0.179
H 0.227 2.374 2.042 0.178
C 7.161 1.244 -0.318 -0.700
O 6.171 0.662 0.514 -0.321
C 5.724 1.506 1.566 -0.879
C 4.277 1.897 1.366 -0.173
N 4.131 2.789 0.224 -0.290
C 2.750 3.053 -0.163 -1.069
C 1.918 1.886 -0.679 0.031
O 2.349 1.372 -1.925 -0.498
C 3.357 0.381 -1.863 -0.679
H 7.509 0.465 -0.994 0.225
H 6.757 2.072 -0.914 0.351
H 8.007 1.595 0.270 0.284
H 6.356 2.396 1.642 0.434
H 5.812 0.947 2.503 0.423
H 3.917 2.409 2.263 0.354
H 3.698 0.968 1.255 0.163
H 4.621 2.389 -0.566 0.129
H 2.768 3.815 -0.946 0.381
H 2.231 3.495 0.695 0.342
H 0.902 2.255 -0.847 0.466
H 1.837 1.076 0.057 0.200
H 3.273 -0.222 -0.954 0.278
H 4.362 0.809 -1.911 0.260
H 3.229 -0.271 -2.728 0.318
C -0.322 6.352 5.764 -0.704
O -0.885 6.484 4.475 -0.394
C -1.321 5.258 3.898 -0.736
C -2.824 5.239 3.743 0.028
N -3.487 5.165 5.038 -0.324
C -4.935 5.333 4.988 -0.713
C -5.482 6.680 4.529 -0.515
O -5.209 7.746 5.417 -0.422
C -3.971 8.403 5.224 -0.542
H 0.072 7.327 6.045 0.257
H -1.064 6.045 6.509 0.297
H 0.498 5.628 5.767 0.337
H -0.986 4.404 4.495 0.406
H -0.863 5.177 2.908 0.321
H -3.103 4.361 3.154 0.110
H -3.116 6.133 3.174 0.234
H -3.097 5.876 5.644 0.114
H -5.321 5.146 5.993 0.415
H -5.349 4.554 4.340 0.348
H -6.571 6.593 4.491 0.370
H -5.150 6.938 3.516 0.349
H -3.672 8.399 4.173 0.276
H -3.170 7.958 5.821 0.185
H -4.095 9.436 5.548 0.284
C 10.861 -4.683 0.772 -0.725
O 11.526 -3.933 1.768 -0.349
C 12.833 -3.504 1.408 -0.808
C 12.889 -1.998 1.281 -0.208
N 12.129 -1.542 0.125 -0.304
C 11.967 -0.096 0.037 -0.771
C 11.159 0.600 1.125 -0.542
O 9.784 0.264 1.123 -0.257
C 9.428 -0.892 1.859 -0.659
H 9.930 -5.043 1.208 0.242
H 10.624 -4.080 -0.111 0.303
H 11.458 -5.545 0.459 0.350
H 13.153 -3.981 0.477 0.405
H 13.515 -3.818 2.202 0.389
H 13.932 -1.690 1.162 0.383
H 12.520 -1.574 2.225 0.187
H 11.213 -1.972 0.149 0.078
H 11.487 0.121 -0.921 0.373
H 12.962 0.361 0.001 0.418
H 11.205 1.674 0.929 0.363
H 11.584 0.444 2.124 0.352
H 10.085 -1.039 2.721 0.362
H 9.443 -1.793 1.241 0.218
H 8.406 -0.750 2.212 0.205


13
Properties=species:S:1:pos:R:3:mulliken_charge:R:1 method="wB97M-V/def2-TZVPD" lumo_energy_ha="-0.064 / -0.055" relative_energy_ev=3.114 orbital_gap_ev="7.2423 / 7.4894" total_energy_ha=-1101.76223
C 0.791 -0.831 -1.414 -0.792
C 0.058 0.434 -1.273 -0.477
O -0.643 -1.239 1.519 -0.492
O -2.621 -0.179 0.593 -0.554
O 0.794 1.459 2.221 -0.442
S -0.803 1.577 2.431 0.069
S -1.239 -0.083 0.924 0.825
H 0.914 -1.205 -2.400 0.352
H 1.697 -0.761 -0.783 0.270
H 0.203 -1.615 -0.938 0.304
H -0.861 0.502 -1.975 0.279
H 0.622 1.356 -1.274 0.304
H 1.088 0.586 2.369 0.354


80
Properties=species:S:1:pos:R:3:mulliken_charge:R:1 method="wB97M-V/def2-TZVPD" lumo_energy_ha="-0.502 / -0.502" total_charge=+4 relative_energy_ev=0.000 orbital_gap_ev="5.4818 / 5.4956" total_energy_ha=-4958.80934
C -0.271 6.702 -2.639 -0.385
C -0.383 5.282 -2.770 0.529
C -0.764 4.879 -4.109 -0.336
C -0.920 5.822 -5.149 -0.363
N -0.755 7.156 -4.985 -0.385
C -0.450 7.577 -3.736 -0.319
C -0.166 4.396 -1.646 0.442
C -0.288 3.361 -0.857 -0.811
C -1.289 2.218 -0.976 0.565
C -0.821 1.029 -1.615 -0.303
C -1.048 -0.124 -0.821 0.666
C -2.263 -0.194 -0.046 0.444
C -3.094 0.918 0.026 -1.096
C -2.469 2.165 -0.200 -0.387
Hf 0.159 1.498 0.555 0.718
P 1.990 -0.643 0.997 0.587
H -0.912 3.828 -4.353 0.368
H -0.023 7.138 -1.673 0.436
H -1.165 5.523 -6.190 0.377
H -0.318 8.674 -3.626 0.378
H -2.981 3.089 0.068 0.597
H -0.198 1.086 -2.536 0.391
H -4.101 0.804 0.468 0.548
H -0.717 -1.113 -1.139 -0.134
C 1.716 -2.210 1.955 -0.266
C 2.566 -3.425 1.577 -1.163
H 0.638 -2.425 1.869 0.032
H 1.917 -1.913 2.995 0.572
H 2.444 -4.203 2.337 0.451
H 2.264 -3.890 0.632 0.125
H 3.641 -3.225 1.510 0.251
C 2.650 -1.283 -0.587 -0.214
C 3.042 -0.257 -1.639 -1.442
H 1.897 -1.969 -1.003 -0.239
H 3.519 -1.892 -0.309 0.677
H 3.585 -0.770 -2.447 0.431
H 2.181 0.263 -2.082 0.183
H 3.710 0.517 -1.247 0.367
C 3.502 0.026 1.820 -0.170
C 4.781 -0.797 1.748 -1.353
H 3.211 0.152 2.872 0.193
H 3.668 1.032 1.400 0.484
H 5.593 -0.208 2.183 0.450
H 4.737 -1.742 2.296 0.307
H 5.093 -1.014 0.726 0.355
Br -1.332 -0.525 2.243 -0.235
P -2.141 -3.169 -1.626 0.150
C -0.274 -3.172 -1.664 0.761
C 0.210 -4.615 -1.813 -1.510
H 0.118 -2.752 -0.728 -0.834
H 0.070 -2.565 -2.515 0.487
H 1.301 -4.669 -1.721 0.376
H -0.231 -5.287 -1.062 0.390
H -0.043 -5.022 -2.799 0.434
C -2.646 -2.729 0.033 0.523
C -4.143 -2.971 0.305 -1.256
H -2.633 -1.403 0.072 -0.768
H -1.986 -3.139 0.821 0.582
H -4.433 -2.676 1.335 0.362
H -4.685 -2.295 -0.387 0.381
H -4.428 -4.021 0.118 0.416
C -2.789 -1.802 -2.727 0.379
C -2.782 -2.244 -4.192 -1.345
H -2.154 -0.913 -2.668 -0.213
H -3.796 -1.490 -2.392 0.443
H -3.004 -1.392 -4.844 0.388
H -1.803 -2.652 -4.470 0.356
H -3.548 -2.996 -4.397 0.406
S 0.461 2.630 2.789 -0.336
C 0.408 1.696 4.296 0.309
N 1.449 1.300 5.046 -0.054
C 1.065 0.640 6.279 -0.436
C -0.463 0.605 6.184 -0.438
N -0.715 1.376 4.953 -0.024
H 2.400 1.514 4.790 0.276
H 1.368 1.218 7.162 0.329
H 1.481 -0.377 6.323 0.301
H -0.960 1.111 7.037 0.327
H -0.832 -0.439 6.094 0.239
H -1.619 1.388 4.472 0.275


49
Properties=species:S:1:pos:R:3:mulliken_charge:R:1 method="wB97M-V/def2-TZVPD" lumo_energy_ha=0.023 relative_energy_ev=0.692 orbital_gap_ev=8.9972 total_energy_ha=-924.61659
C -0.902 -4.809 1.317 -1.148
C 0.298 -3.964 1.728 -0.503
C -0.089 -2.722 2.531 -0.608
C -0.880 -1.704 1.710 -0.302
H -0.356 -1.552 0.763 -0.191
H -1.871 -2.098 1.481 0.257
C -1.020 -0.345 2.404 0.932
C -1.723 -0.416 3.767 -1.118
C -3.130 -1.004 3.738 -1.167
H -3.121 -2.030 3.382 0.237
H -3.548 -1.000 4.742 0.415
H -3.787 -0.419 3.099 0.301
H -1.107 -1.007 4.447 0.414
H -1.771 0.596 4.173 0.525
H -0.013 0.051 2.582 0.418
C -1.732 0.661 1.483 -1.693
N -0.968 0.961 0.294 0.076
C -0.049 1.953 0.269 0.466
O 0.124 2.719 1.208 -0.739
C 0.714 2.125 -0.974 -0.352
C 0.914 1.410 -2.141 1.539
C 1.778 2.200 -2.958 0.303
C 2.092 3.354 -2.231 -0.173
N 1.438 3.288 -1.065 0.082
H 1.448 3.959 -0.310 0.229
C 2.954 4.504 -2.589 -1.396
H 2.591 5.417 -2.122 0.413
H 2.988 4.623 -3.669 0.364
H 3.975 4.323 -2.254 0.251
C 2.243 2.001 -4.329 0.668
O 3.212 2.593 -4.767 -0.618
C 1.438 1.085 -5.226 -1.423
H 0.382 1.109 -4.979 0.370
H 1.587 1.395 -6.258 0.388
H 1.807 0.066 -5.132 0.315
C 0.428 0.027 -2.425 -1.862
H 1.080 -0.465 -3.140 0.324
H 0.433 -0.571 -1.515 0.325
H -0.583 0.032 -2.837 0.337
H -1.073 0.364 -0.506 0.270
H -2.708 0.280 1.175 0.514
H -1.862 1.603 2.022 0.384
H 0.824 -2.243 2.894 0.337
H -0.671 -3.033 3.400 0.258
H 0.852 -3.662 0.836 0.286
H 0.967 -4.576 2.337 0.349
H -1.547 -4.267 0.631 0.278
H -1.486 -5.090 2.192 0.285
H -0.571 -5.719 0.821 0.384